1.
Here is C33H28N9OS3Tl as an isolated structure from the Open Molecules 2025 dataset. Energies are from ωB97M-V with the def2-TZVPD basis set.

As for the HOMO energy: -2.498 eV. As for the charge: -2. The value obtained for the total energy is -87335.341 eV. As for the gap between HOMO and LUMO: 6.45 eV.

Last column: Mulliken charge in e.
Element x y z (Å)
Tl (0.65932, -2.79442, 1.69029)  0.686
S (3.18241, -2.11484, -2.65718)  -0.224
S (-0.45094, 3.66102, 6.03249)  -0.528
S (0.72033, -1.41292, -0.93537)  -0.538
O (-1.42446, -3.89184, 1.26262)  -0.668
N (-0.11803, 6.27475, 5.79870)  -0.457
N (1.34187, 3.97874, 3.61282)  0.293
N (1.75744, -3.86200, -1.48502)  -0.916
N (-3.14610, 7.88720, 1.56118)  -0.620
N (-2.15481, 1.18601, 1.71665)  0.298
N (2.19934, 1.75458, 2.08436)  -0.480
N (-1.13644, -0.76665, 1.85742)  -0.141
N (0.83321, -4.33718, -0.56006)  -0.020
N (0.98367, 5.15538, 4.19715)  -0.994
C (-1.60396, -5.13680, 0.99176)  0.061
C (-1.54451, 3.41552, 2.46723)  0.367
C (0.78979, -0.02234, -6.89404)  -0.380
C (2.82044, -0.40147, -3.12217)  -0.589
C (-3.03968, 0.22912, 1.25099)  -0.306
C (3.46412, 0.94541, 0.20934)  -0.472
C (2.61441, 3.00023, 1.81188)  0.753
C (0.20201, 5.03325, 5.25938)  0.238
C (1.77701, -2.58249, -1.62214)  0.579
C (2.11037, -0.26343, -4.43919)  0.509
C (2.15733, 4.11979, 2.64097)  -0.601
C (-1.01317, 0.51821, 2.07028)  -0.521
C (2.62031, 0.77161, 1.30081)  0.024
C (0.12773, -0.53939, -5.78598)  -0.661
C (-1.26049, -7.18824, -0.29377)  -0.623
C (-0.03178, -5.54983, -2.47124)  -1.391
C (-1.72549, 4.78735, 2.42382)  -0.471
C (-2.14350, -7.90185, 0.49828)  -0.689
C (3.46063, 3.27106, 0.73492)  -0.696
C (-0.96545, -5.83995, -0.08258)  0.512
C (-2.95699, 6.75281, 1.60271)  0.171
C (3.88665, 2.23165, -0.07649)  -0.285
C (-3.39313, 3.12804, 0.94603)  -0.614
C (2.76348, 0.25596, -5.55161)  -0.423
C (-2.74794, 5.33190, 1.65265)  -0.225
C (-2.36432, 2.58361, 1.71611)  0.750
C (2.11195, 0.37590, -6.77310)  -0.520
C (-2.52678, -5.89538, 1.77021)  -0.468
C (-2.40180, -0.96140, 1.35151)  -0.789
C (-0.00592, -5.18972, -1.00541)  0.595
C (-3.58672, 4.49330, 0.91954)  -0.964
C (0.77976, -0.66105, -4.56988)  -0.166
C (-2.78227, -7.22746, 1.53936)  -0.369
H (-0.77896, 3.00723, 3.11694)  0.527
H (3.76519, 4.29180, 0.53851)  0.315
H (-0.76040, -7.70314, -1.10787)  0.377
H (-4.37987, 4.91550, 0.31672)  0.422
H (-3.48789, -7.75393, 2.17475)  0.340
H (-0.86710, -6.20387, -2.70926)  0.435
H (0.27582, 0.06976, -7.84326)  0.350
H (2.52933, 5.11643, 2.38608)  0.283
H (-2.72892, -1.95528, 1.09150)  0.385
H (3.73732, 0.09442, -0.40202)  0.476
H (-4.02818, 2.49501, 0.34450)  0.296
H (3.79820, 0.56804, -5.45885)  0.325
H (2.25541, -0.22011, 1.54361)  0.306
H (-0.11224, -4.63734, -3.06299)  0.299
H (-4.03173, 0.46719, 0.91691)  0.337
H (4.53142, 2.43309, -0.92476)  0.401
H (-0.12895, 1.01210, 2.45283)  0.522
H (-2.33022, -8.95178, 0.30989)  0.358
H (-3.01927, -5.36170, 2.57498)  0.386
H (-0.90674, -0.85002, -5.87025)  0.379
H (-1.05600, 5.40458, 3.00989)  0.477
H (0.26692, -1.06131, -3.70212)  0.295
H (2.22706, 0.01934, -2.30643)  0.169
H (-0.96025, 6.28063, 6.34707)  0.217
H (3.78008, 0.11741, -3.15469)  0.361
H (0.90836, -6.02383, -2.76259)  0.311
H (0.02345, 7.04644, 5.16334)  0.273
H (2.63925, 0.78156, -7.62861)  0.347



2.
Here is C29H48BeCl2N3O4SiTe as an isolated structure from the Open Molecules 2025 dataset. Energies are from ωB97M-V with the def2-TZVPD basis set.

As for the HOMO energy (spin up / spin down): -1.972 / -1.454 eV. As for the charge: -1. The value obtained for the total energy is -84126.550 eV. As for the gap between HOMO and LUMO (spin up / spin down): 3.95 / 3.41 eV.

Last column: Mulliken charge in e.
Element x y z (Å)
Te (3.58890, 1.05141, -0.34847)  0.130
Cl (-1.74781, -5.65303, -0.44968)  -0.225
Cl (4.04229, -0.88596, 0.93070)  -0.469
Si (-0.20924, -1.84281, 2.91022)  0.954
O (-1.51598, 1.89672, 0.12219)  -0.770
O (1.02856, -1.11446, -0.18762)  -0.406
O (-0.32043, -0.59821, 1.79570)  0.464
O (-2.28155, -2.93978, 0.21613)  -0.430
N (-3.56822, -1.93151, -1.31865)  0.192
N (-0.22654, 3.42195, -1.01167)  0.425
N (0.41106, 1.34360, 2.80497)  1.182
C (1.19335, 1.14016, -4.32157)  -0.800
C (0.67382, -0.15968, -2.38472)  1.106
C (-1.30875, -3.67515, -3.83068)  -1.773
C (1.39700, -1.93874, 3.92320)  -1.182
C (-4.20745, -3.23264, -1.38140)  -1.016
C (-4.07029, -0.85603, -2.18928)  -0.829
C (-0.50930, -3.65606, 2.75962)  -1.150
C (-0.95773, 1.80152, 3.11259)  -1.396
C (0.96583, 3.66863, -1.81654)  -0.927
C (3.58208, 4.56846, 3.00732)  -0.587
C (-0.72681, -2.65440, -2.91889)  0.764
C (4.48907, 2.49751, 2.12095)  -0.853
C (-2.64676, -1.84926, -0.36176)  -0.090
C (-0.63106, 0.32556, -2.34870)  1.266
C (-1.74783, -1.44625, 3.99050)  -1.271
C (1.49470, -3.67867, -2.75082)  -1.878
C (2.40229, 3.41725, 1.22560)  -0.473
C (4.54886, 3.55324, 3.03356)  -0.428
C (0.61297, 0.29521, 2.01431)  -0.704
C (-0.14144, 1.56149, -4.37174)  -1.186
C (-0.42138, 2.26587, -0.32257)  0.361
C (1.09738, -1.35633, -1.48276)  -1.151
C (-1.03906, 1.18319, -3.37357)  -0.563
C (2.50331, 4.49099, 2.11897)  -0.745
C (0.51051, -2.61751, -2.36376)  0.811
C (-1.36811, 4.26972, -1.32242)  -1.141
C (1.45324, 1.70070, 3.77551)  -1.062
C (3.43713, 2.46481, 1.19102)  0.049
C (1.59463, 0.26098, -3.32158)  -0.679
Be (-2.80474, -4.33517, -0.15499)  -0.519
H (-4.72352, -3.38730, -0.40902)  0.265
H (-0.45942, 2.20246, -5.19902)  0.279
H (1.37749, 4.66195, -1.57185)  0.399
H (1.56636, 3.33815, 0.52853)  0.919
H (-1.77028, 4.03421, -2.32158)  0.298
H (-0.72913, -4.01498, 3.77968)  0.382
H (0.38101, -4.21219, 2.45475)  0.319
H (-2.22744, -3.27663, -4.30546)  0.299
H (-1.62953, -1.73961, 5.06570)  0.326
H (-1.30891, 1.33624, 4.05392)  0.369
H (-1.38513, -1.79810, -2.81500)  -0.238
H (2.40506, 1.22078, 3.49876)  0.357
H (-1.60085, 1.56076, 2.26363)  0.420
H (-1.35631, -3.91830, 2.13251)  0.029
H (1.64041, -3.63505, -3.85255)  0.334
H (0.49728, 1.64621, -0.20065)  0.383
H (-4.90971, -3.24197, -2.20680)  0.481
H (2.48663, -3.56556, -2.29382)  0.465
H (5.23758, 1.70609, 2.08384)  0.387
H (3.65799, 5.41823, 3.69355)  0.311
H (2.58999, -0.18732, -3.26259)  0.533
H (1.57468, 2.79418, 3.85409)  0.289
H (1.36196, -1.29661, 4.83508)  0.323
H (5.36212, 3.59781, 3.75737)  0.369
H (-1.58698, -4.56614, -3.25210)  0.209
H (-3.38295, -3.98810, -1.59652)  0.508
H (1.64914, 0.16255, 1.66186)  0.412
H (2.29610, -1.64640, 3.33975)  0.247
H (-1.03621, 5.31608, -1.33045)  0.361
H (1.54057, -2.94841, 4.37026)  0.396
H (-3.44845, -0.75671, -3.08607)  0.321
H (-2.56639, -2.06414, 3.58795)  0.338
H (2.15106, -1.60533, -1.65670)  0.333
H (-5.07440, -1.13520, -2.51748)  0.386
H (-0.95150, 2.89163, 3.25144)  0.339
H (-2.14416, 4.11955, -0.56905)  0.286
H (-2.06615, 1.53026, -3.40756)  0.557
H (1.17046, 1.32172, 4.77848)  0.393
H (1.92868, 1.42477, -5.06573)  0.346
H (0.72670, 3.66182, -2.89210)  0.403
H (-4.10191, 0.11175, -1.67195)  0.247
H (-2.04973, -0.38507, 3.95552)  0.284
H (-0.58355, -3.97848, -4.60734)  0.452
H (1.73773, 2.90541, -1.62480)  0.080
H (-2.35828, -0.86112, 0.03289)  0.685
H (-1.35016, -0.08456, -1.62814)  -0.543
H (1.73045, 5.26523, 2.11277)  0.363
H (1.15508, -4.69190, -2.46721)  0.301



3.
Here is C20H48F6KN4O25S6V as an isolated structure from the Open Molecules 2025 dataset. Energies are from ωB97M-V with the def2-TZVPD basis set.

As for the HOMO energy: -7.339 eV. As for the charge: 0. The value obtained for the total energy is -201972.145 eV. As for the gap between HOMO and LUMO: 3.80 eV.

Last column: Mulliken charge in e.
Element x y z (Å)
V (2.14588, -2.59014, -5.83441)  1.808
K (5.22461, 3.50522, -6.73421)  0.988
S (1.21044, 0.38515, -2.26051)  0.951
S (-1.51279, 9.34579, -3.58539)  1.214
S (-1.18480, -0.35594, -2.61028)  1.016
S (8.78763, 0.37948, 6.82299)  1.073
S (-3.08255, 3.32503, 7.37364)  1.083
S (1.21091, -7.38828, -0.91745)  1.067
F (-2.10731, -2.88238, -3.06507)  -0.200
F (2.52535, 0.38668, 0.17240)  -0.224
F (-2.18569, -1.50701, -4.74481)  -0.222
F (-3.59477, -1.36109, -3.04149)  -0.198
F (1.12908, -1.34860, -0.14888)  -0.191
F (3.10356, -1.27423, -1.07011)  -0.213
O (-2.85303, 9.43310, -3.02947)  -0.591
O (1.55258, 0.59422, -8.62472)  -0.778
O (10.17556, 1.30559, 6.88586)  -0.283
O (0.87673, -6.09226, -1.48107)  -0.513
O (-0.48201, 8.90609, -2.44988)  -0.337
O (-2.11015, -9.51462, -7.05922)  -0.497
O (2.30204, 0.59694, -3.21178)  -0.700
O (-2.69709, 4.73078, 7.40284)  -0.586
O (-10.85962, 0.48490, -0.83999)  -0.507
O (3.62849, -2.97759, -5.43658)  -0.646
O (7.72242, 1.14458, 7.55405)  -0.603
O (0.55117, 1.65627, -1.85334)  -0.558
O (9.03343, -1.02159, 7.07394)  -0.565
O (-2.25935, 2.58324, 6.13581)  -0.257
O (-0.91301, 10.39152, -4.36454)  -0.604
O (1.62331, -8.46014, -1.77038)  -0.579
O (-0.05834, -7.95166, 0.05318)  -0.285
O (-4.53805, 2.93184, 7.29593)  -0.587
O (-1.43804, -0.50065, -1.18478)  -0.623
O (-6.14074, -2.84324, 3.94857)  -0.506
O (1.30131, -3.81977, -6.44479)  -0.595
O (-4.71666, -3.23566, 2.24541)  -0.493
O (-11.43011, -1.13138, 0.46526)  -0.510
O (-1.68482, 0.88854, -3.16076)  -0.641
O (-2.04923, -7.39247, -7.73524)  -0.497
N (-10.59217, -0.54708, -0.21826)  0.803
N (-2.44128, -8.31367, -7.00612)  0.814
N (0.19543, -0.79790, -3.04951)  -0.360
N (-5.03402, -2.91781, 3.40345)  0.832
C (-0.65583, -7.00883, 0.91937)  -0.123
C (-3.82659, -2.56640, 4.21541)  -0.722
C (10.35252, 2.15269, 8.02468)  -0.161
C (-2.32622, 2.40375, 8.78603)  -0.819
C (-1.19558, -7.79672, 2.19467)  -1.173
C (2.06172, -0.53084, -0.71797)  0.656
C (-1.47673, 8.69007, -0.28744)  -1.125
C (-3.38797, -7.97636, -5.95268)  -0.664
C (-0.90481, 2.86932, 5.99420)  -0.198
C (8.46466, 0.61999, 4.99687)  -0.843
C (-2.37185, -1.64259, -3.42685)  0.529
C (0.25713, 2.64627, -8.67682)  -1.189
C (-9.26901, -1.26032, -0.41816)  -0.656
C (-0.89531, 7.90623, -1.46520)  -0.165
C (2.48585, -7.06795, 0.34814)  -0.928
C (11.80145, 2.47970, 8.32147)  -1.209
C (0.26056, 1.12713, -8.83574)  0.696
C (-1.28467, 7.79921, -4.49337)  -0.987
C (-0.37754, 0.63227, -10.16778)  -1.217
C (-0.70279, 2.75757, 4.49637)  -1.346
H (9.42453, 0.51789, 4.49059)  0.311
H (-2.08055, -8.40905, 2.02153)  0.289
H (12.37222, 3.09042, 7.62195)  0.319
H (9.73725, 3.04565, 7.91443)  0.294
H (-1.47461, -6.45011, 0.46600)  0.302
H (-0.71654, 9.36749, 0.10155)  0.284
H (-0.34709, 2.01086, 6.36855)  0.304
H (-1.60792, 7.16583, -1.82861)  0.230
H (-2.62584, 1.36095, 8.68160)  0.297
H (-1.74467, 7.94610, 0.46277)  0.361
H (8.02009, 1.61106, 4.90605)  0.304
H (-0.25070, 7.47348, -4.37975)  0.298
H (-1.46733, 8.10758, -5.52276)  0.395
H (12.33720, 1.55492, 8.53560)  0.313
H (11.89449, 3.10439, 9.20986)  0.369
H (-3.98325, -7.09997, -6.20904)  0.289
H (-0.56764, 3.81925, 6.40900)  0.445
H (0.03675, -6.28788, 1.35371)  0.237
H (2.36877, -7.73880, 1.19923)  0.316
H (-0.95586, 1.75102, 4.16331)  0.310
H (-9.06383, -1.45275, 0.63491)  0.291
H (3.40719, -7.17614, -0.22416)  0.372
H (0.19904, 1.11233, -10.95846)  0.284
H (-1.41771, -7.24629, 3.10888)  0.366
H (-0.08958, 7.43448, -0.90274)  0.331
H (-1.43772, 0.85567, -10.28699)  0.338
H (2.38486, -6.06362, 0.75950)  0.327
H (-4.11873, -8.77374, -6.08785)  0.296
H (0.83656, 3.23517, -9.38784)  0.318
H (-2.98810, -2.36450, 3.54887)  0.309
H (9.90715, 1.71612, 8.91862)  0.340
H (-2.65147, 2.85568, 9.72309)  0.347
H (-1.99431, 7.07539, -4.09263)  0.357
H (-4.05044, -1.84727, 5.00335)  0.293
H (-3.60175, -3.52687, 4.67915)  0.287
H (-2.35712, 9.28986, -0.51823)  0.339
H (-1.44981, 3.36801, 3.98901)  0.316
H (-0.35393, -8.39357, 2.54611)  0.324
H (0.31949, 3.01906, 4.22314)  0.386
H (0.69203, 2.92698, -7.71758)  0.245
H (-0.41949, 0.76185, -8.06619)  0.048
H (7.66855, -0.06895, 4.71461)  0.340
H (-8.59826, -0.64539, -1.01821)  0.306
H (-9.49118, -2.27587, -0.74588)  0.273
H (-1.26950, 2.50136, 8.53719)  0.306
H (-2.75549, -7.87483, -5.07077)  0.260
H (-0.26859, -0.42607, -10.40476)  0.317
H (-0.75046, 3.05880, -8.62520)  0.360